This record from OMol25 describes a molecular structure, C20H43IrN2OP3 in a non-equilibrium geometry. The level of theory is ωB97M-V/def2-TZVPD.

Output
HOMO-LUMO gap (alpha / beta): 0.175 / 0.188 hartree
LUMO level (alpha / beta): -10.910 / -15.272 eV
Net charge: +4
Total energy: -57125.56307 eV
Maximum force: 4.12 eV/A
Energy above the lowest of the compared OMol25 structures with the same formula, charge and spin: 0.0 kJ/mol
Spin multiplicity: 6

Cartesian coordinates (Å):
Ir (0.150, 0.068, -0.208)
P (1.827, 1.545, -0.362)
P (-1.433, 1.518, -1.173)
P (1.582, -1.677, 0.510)
H (-0.896, -0.867, -2.590)
C (-0.482, -1.383, -1.725)
C (-1.313, -1.563, -0.585)
H (-2.329, -1.182, -0.592)
C (2.575, 1.428, -2.030)
C (1.402, 3.304, -0.143)
C (3.203, 1.421, 0.821)
C (-3.079, 0.848, -1.572)
C (-1.934, 3.012, -0.253)
C (-0.879, 2.072, -2.816)
C (0.917, -3.379, 0.613)
C (2.337, -1.545, 2.171)
C (2.932, -1.906, -0.717)
H (0.262, -2.143, -1.968)
H (-1.203, -2.429, 0.062)
H (3.388, 2.146, -2.203)
H (1.797, 1.583, -2.781)
H (2.963, 0.418, -2.184)
H (2.281, 3.961, -0.200)
H (0.944, 3.438, 0.840)
H (0.687, 3.635, -0.895)
H (3.932, 2.237, 0.717)
H (3.740, 0.481, 0.709)
H (2.804, 1.462, 1.837)
H (-3.609, 1.647, -2.102)
H (-3.629, 0.578, -0.666)
H (-2.993, -0.023, -2.222)
H (-2.336, 3.719, -0.988)
H (-1.116, 3.478, 0.296)
H (-2.733, 2.753, 0.451)
H (-1.734, 2.546, -3.316)
H (-0.547, 1.198, -3.384)
H (-0.063, 2.789, -2.717)
H (1.771, -4.037, 0.829)
H (0.451, -3.667, -0.334)
H (0.182, -3.445, 1.425)
H (3.077, -2.351, 2.277)
H (1.546, -1.680, 2.920)
H (2.818, -0.577, 2.328)
H (3.471, -2.840, -0.500)
H (3.631, -1.066, -0.689)
H (2.479, -1.963, -1.714)
C (5.805, -1.573, -4.198)
C (6.318, -1.600, -5.510)
C (5.870, -2.608, -6.380)
C (4.993, -3.607, -5.930)
C (4.611, -3.642, -4.580)
C (5.083, -2.671, -3.703)
O (5.742, -0.473, -3.371)
H (6.301, 0.270, -3.674)
H (7.014, -0.837, -5.853)
H (6.190, -2.612, -7.429)
H (4.613, -4.368, -6.640)
H (3.932, -4.412, -4.214)
H (4.814, -2.670, -2.653)
C (-3.977, 1.856, 3.026)
N (-3.194, 0.602, 3.005)
C (-3.581, -0.538, 3.866)
C (-2.205, 0.443, 2.149)
N (-1.282, 0.285, 1.439)
H (-4.751, 1.832, 3.789)
H (-4.464, 2.030, 2.058)
H (-3.319, 2.703, 3.244)
H (-3.897, -1.407, 3.258)
H (-2.732, -0.839, 4.503)
H (-4.415, -0.280, 4.530)